{"formula": "C32H26F3N6OS3Sc", "method": "ωB97M-V/def2-TZVPD", "species": ["Sc", "C", "C", "N", "N", "C", "S", "S", "C", "C", "C", "C", "C", "C", "C", "C", "C", "C", "C", "C", "C", "O", "H", "H", "H", "H", "H", "H", "H", "H", "H", "H", "H", "H", "H", "H", "N", "C", "C", "C", "C", "C", "N", "C", "C", "C", "C", "C", "N", "H", "H", "H", "H", "H", "H", "H", "H", "H", "F", "C", "F", "F", "C", "C", "C", "C", "N", "C", "S", "H", "H", "H"], "xyz": [[0.1016, 0.0262, -0.0526], [0.6348, 1.1903, -4.4653], [0.1523, 0.5447, -3.1954], [0.7309, 0.8066, -2.0693], [1.8753, 1.5924, -2.2364], [2.3848, 2.0661, -1.1550], [1.7471, 2.0602, 0.4557], [3.9179, 2.9333, -1.3291], [4.5609, 2.1945, -2.8417], [4.1660, 2.8531, -4.1477], [3.0817, 3.7136, -4.2588], [2.7234, 4.2457, -5.4934], [3.4487, 3.9254, -6.6337], [4.5429, 3.0729, -6.5299], [4.8953, 2.5434, -5.2952], [-0.9560, -0.4258, -3.2695], [-1.2234, -1.0737, -4.4841], [-2.2209, -2.0189, -4.6001], [-2.9894, -2.3334, -3.4794], [-2.7456, -1.7112, -2.2715], [-1.7329, -0.7560, -2.1502], [-1.5369, -0.1440, -0.9871], [0.8481, 2.2397, -4.2857], [-0.1018, 1.0992, -5.2590], [1.5799, 0.7445, -4.7895], [4.2293, 1.1578, -2.8329], [5.6455, 2.2059, -2.7242], [2.5159, 3.9669, -3.3687], [1.8704, 4.9124, -5.5630], [3.1677, 4.3394, -7.5957], [5.1235, 2.8208, -7.4106], [5.7503, 1.8769, -5.2186], [-0.6073, -0.8535, -5.3469], [-2.3989, -2.5117, -5.5478], [-3.7805, -3.0708, -3.5536], [-3.3237, -1.9483, -1.3859], [-1.8735, -0.2732, 3.1571], [-1.8377, 1.0243, 2.6598], [-2.4354, 2.0159, 3.4482], [-2.4723, 3.3076, 2.9879], [-1.9325, 3.5969, 1.7391], [-1.3451, 2.5721, 1.0476], [-1.2597, 1.2985, 1.4996], [-1.8525, -1.5015, 2.4840], [-2.5392, -2.5549, 3.0935], [-2.5398, -3.7900, 2.4915], [-1.8745, -3.9438, 1.2825], [-1.2315, -2.8495, 0.7550], [-1.1875, -1.6361, 1.3491], [-2.3332, -0.3306, 4.0465], [-2.8715, 1.7495, 4.4043], [-2.9349, 4.0837, 3.5851], [-1.9520, 4.5940, 1.3214], [-0.9034, 2.7584, 0.0831], [-3.0695, -2.3857, 4.0243], [-3.0637, -4.6188, 2.9504], [-1.8470, -4.8900, 0.7584], [-0.7055, -2.9326, -0.1850], [4.1692, -4.9732, 1.3185], [3.6239, -4.0791, 0.4597], [4.6082, -3.6877, -0.3680], [2.7296, -4.7490, -0.2700], [3.0344, -2.9156, 1.2134], [3.4386, -2.7089, 2.5185], [2.9286, -1.6461, 3.2526], [2.0089, -0.8389, 2.6329], [1.6091, -1.0278, 1.3772], [2.1114, -2.0249, 0.6227], [1.5457, -2.0464, -1.0154], [4.1539, -3.3859, 2.9663], [3.2342, -1.4603, 4.2728], [1.5746, 0.0131, 3.1467]], "atomic_forces_ev_per_a": [[1.2, 0.0, 1.0], [0.0, -0.1, 0.0], [-0.2, -0.2, -0.3], [0.2, 0.3, -0.1], [0.0, -0.3, 0.2], [0.0, 0.3, 0.0], [-0.2, -0.3, -0.3], [0.0, -0.2, 0.2], [-0.1, 0.2, -0.2], [0.0, -0.1, 0.0], [0.0, 0.1, -0.1], [0.1, 0.0, 0.0], [0.0, 0.0, 0.0], [0.0, 0.0, 0.0], [0.0, 0.0, 0.0], [0.3, 0.1, -0.3], [0.1, 0.0, 0.0], [0.0, 0.0, 0.0], [0.0, 0.0, 0.0], [-0.2, -0.1, 0.0], [-0.1, 0.4, 0.2], [-1.0, -0.3, -0.8], [0.0, 0.0, 0.0], [0.0, 0.0, 0.0], [0.0, 0.0, 0.0], [0.0, -0.1, 0.0], [0.0, 0.0, 0.0], [0.0, 0.0, -0.1], [0.1, 0.0, 0.0], [0.0, 0.0, 0.1], [0.0, 0.0, 0.1], [-0.1, 0.0, 0.0], [-0.1, 0.0, 0.0], [0.0, 0.0, 0.1], [0.0, 0.0, 0.0], [0.0, 0.0, 0.0], [0.3, 0.0, -0.2], [0.0, -0.2, 0.0], [-0.1, 0.1, 0.2], [-0.1, 0.0, 0.1], [0.0, 0.1, 0.0], [-0.1, -0.3, 0.0], [0.1, 0.2, -0.3], [0.1, 0.3, 0.1], [-0.1, -0.1, 0.2], [0.0, 0.0, 0.1], [0.0, -0.1, 0.0], [0.0, 0.2, 0.0], [0.0, -0.3, -0.3], [-0.1, 0.0, 0.1], [0.0, 0.0, -0.1], [0.0, 0.0, 0.0], [0.0, -0.1, 0.0], [0.1, 0.0, -0.1], [0.0, 0.0, -0.1], [0.0, 0.0, 0.0], [0.0, 0.1, 0.0], [0.0, 0.1, 0.0], [0.0, 0.0, -0.1], [0.0, 0.1, 0.1], [0.0, 0.0, 0.0], [-0.1, -0.1, 0.0], [0.0, -0.1, 0.1], [0.0, -0.1, 0.0], [0.1, -0.1, 0.1], [-0.2, 0.2, -0.1], [0.0, 0.0, 0.1], [0.1, -0.1, 0.0], [-0.1, 0.2, 0.2], [0.0, 0.0, 0.0], [0.0, 0.0, -0.1], [0.0, 0.0, 0.0]], "lowdin_charge": [0.72, -0.01, -0.23, -0.06, -0.06, -1.09, 0.59, 0.90, -0.43, -0.28, -0.09, -0.09, -0.10, -0.09, -0.05, -0.11, -0.03, -0.09, -0.08, -0.02, -0.34, -0.20, 0.06, 0.07, 0.11, 0.08, 0.08, 0.09, 0.10, 0.10, 0.10, 0.11, 0.11, 0.10, 0.10, 0.11, 0.13, -0.28, -0.01, -0.05, -0.05, -0.16, 0.06, -0.28, -0.01, -0.06, -0.05, -0.13, 0.09, 0.12, 0.11, 0.11, 0.11, 0.08, 0.11, 0.11, 0.11, 0.05, 0.12, -0.60, 0.14, 0.13, -0.11, 0.00, -0.05, -0.14, -0.09, -0.66, 0.71, 0.12, 0.11, 0.11], "homo_lumo_gap_ev": 7.78, "mol_weight_g_mol": 708.8, "lumo_ev": 0.1, "homo_ev": -7.678}

{"formula": "C6H12O", "method": "ωB97M-V/def2-TZVPD", "species": ["C", "C", "O", "C", "C", "C", "C", "H", "H", "H", "H", "H", "H", "H", "H", "H", "H", "H", "H"], "xyz": [[-2.0778, 1.2966, -1.3573], [-0.6005, 1.0586, -1.1219], [-0.3986, 0.8512, 0.2638], [0.9268, 0.5434, 0.5484], [1.2843, -0.0831, 1.8466], [1.4029, -0.8897, 0.5719], [0.3267, -1.9732, 0.4196], [-2.4114, 2.1908, -0.8220], [-2.6587, 0.4431, -0.9949], [-2.2794, 1.4309, -2.4249], [-0.0082, 1.9251, -1.4636], [-0.2460, 0.1818, -1.6860], [1.6328, 1.2750, 0.1370], [0.5240, -0.6589, 2.3421], [2.1006, 0.3253, 2.4412], [2.3877, -1.1396, 0.1887], [-0.3011, -1.7488, -0.4468], [0.7727, -2.9634, 0.2940], [-0.3767, -2.0650, 1.2640]], "atomic_forces_ev_per_a": [[0.0, 0.0, 0.0], [-0.1, 0.0, -0.2], [0.0, -0.1, 0.1], [0.2, -0.1, 0.0], [0.1, -0.3, 0.1], [0.0, -0.3, -0.3], [0.0, 0.0, -0.2], [0.0, -0.1, -0.1], [0.1, 0.1, -0.1], [0.0, 0.0, 0.1], [-0.1, -0.1, 0.1], [-0.1, 0.1, 0.1], [-0.1, -0.2, 0.3], [-0.4, 1.0, 0.9], [-0.1, -0.3, -0.3], [-0.2, 0.2, -0.2], [0.1, -0.2, -0.1], [0.0, 0.1, -0.1], [0.4, 0.3, -0.1]], "lowdin_charge": [-0.07, -0.28, -0.10, -0.33, -0.06, -0.26, -0.06, 0.08, 0.08, 0.08, 0.12, 0.12, 0.15, 0.09, 0.11, 0.13, 0.06, 0.07, 0.08], "homo_lumo_gap_ev": 10.47, "mol_weight_g_mol": 100.2, "smiles": "CCO[C@H]1C[C@H]1C", "lumo_ev": 1.2, "homo_ev": -9.305}

{"formula": "BrClI2Si", "method": "ωB97M-V/def2-TZVPD", "species": ["Si", "Cl", "Br", "I", "I"], "xyz": [[-0.3212, 0.8711, -0.8319], [0.5883, -0.9085, -0.3513], [2.5348, -3.3746, 1.7649], [-2.8120, 0.6644, -1.2688], [0.0100, 2.7476, 0.6872]], "atomic_forces_ev_per_a": [[-1.3, -0.7, 1.0], [0.1, 0.7, -0.1], [-0.4, 0.4, -0.3], [1.4, 0.1, 0.0], [0.2, -0.5, -0.5]], "lowdin_charge": [-0.53, 0.19, -0.47, 0.36, 0.45], "homo_lumo_gap_ev": [2.90, 2.90], "mol_weight_g_mol": 397.3, "lumo_ev": [-4.8, -4.8], "homo_ev": [-7.680, -7.680]}

{"formula": "C4H13N2O", "method": "ωB97M-V/def2-TZVPD", "species": ["C", "C", "C", "C", "N", "N", "H", "H", "H", "H", "H", "H", "H", "H", "H", "H", "H", "H", "H", "O"], "xyz": [[0.2651, -2.0750, 0.9773], [1.6058, -1.1516, 0.9589], [1.3264, 0.2347, 1.2113], [0.8574, 1.0589, 0.2159], [0.7372, 0.7235, -1.1486], [-1.1429, -1.5107, 0.4473], [0.5854, -2.8601, 0.3044], [-0.0230, -2.5386, 1.9761], [2.3453, -1.5869, 1.6142], [1.8784, -1.3598, -0.1157], [1.6703, 0.8466, 2.1305], [0.1624, 1.7454, 0.6461], [1.4451, 1.1742, -1.7503], [-0.2618, 1.0469, -1.5687], [-1.2158, -0.6152, 0.9738], [-1.2088, -1.3068, -0.5777], [-2.0450, -1.9668, 0.8229], [-1.8759, 3.1587, -3.0395], [-2.8467, 3.9046, -1.9668], [-2.2589, 3.0780, -2.1113]], "atomic_forces_ev_per_a": [[-0.2, -1.1, 1.2], [-1.2, -1.9, -2.1], [0.6, 3.7, -0.4], [-0.9, -1.5, 1.7], [-3.0, 0.5, -1.8], [0.0, 0.8, 1.4], [-0.7, -0.4, 0.0], [0.5, 0.8, -1.2], [-0.1, -0.5, 0.2], [0.4, 0.7, 1.2], [-1.3, -1.7, -1.0], [0.3, 1.9, -0.3], [-0.4, -0.4, 0.6], [3.2, -0.6, 1.3], [0.3, 0.0, -0.8], [0.2, -0.3, 1.1], [2.0, -0.1, -1.0], [-1.0, 0.1, 1.8], [1.6, -2.1, -0.6], [-0.5, 1.8, -1.2]], "lowdin_charge": [-0.07, -0.18, -0.15, -0.23, 0.00, 0.16, 0.10, 0.14, 0.12, 0.12, 0.15, 0.09, 0.10, 0.14, 0.14, 0.16, 0.20, 0.06, 0.09, -0.14], "homo_lumo_gap_ev": 8.73, "mol_weight_g_mol": 105.2, "lumo_ev": -3.5, "charge": 1, "homo_ev": -12.267}

{"formula": "C4H10O3", "method": "ωB97M-V/def2-TZVPD", "species": ["C", "C", "C", "C", "O", "H", "H", "H", "H", "H", "H", "O", "H", "H", "O", "H", "H"], "xyz": [[0.3555, 1.7946, -1.7059], [1.0472, 0.7336, -2.1051], [0.5452, -0.6635, -1.9500], [0.9123, -1.3810, -0.8484], [0.0746, -2.2019, -0.1343], [0.5661, 2.8573, -1.7964], [-0.2913, 1.5645, -0.8650], [1.8216, 0.7355, -2.8829], [-0.0127, -1.0995, -2.7759], [1.9231, -1.7013, -0.5732], [-0.6943, -1.6268, -0.0717], [-0.9565, -1.7610, 2.7695], [-0.7252, -2.6774, 2.9931], [-1.8956, -1.8173, 2.5669], [-1.0745, 2.1056, 2.6774], [-1.4108, 2.6758, 1.9721], [-0.1845, 2.4629, 2.7300]], "atomic_forces_ev_per_a": [[0.6, -0.3, 1.9], [0.7, -0.8, -2.7], [0.5, 0.2, 1.6], [0.2, -1.4, -0.4], [-0.1, 0.3, -1.0], [0.3, -0.3, -0.6], [-0.7, 0.1, -0.3], [0.1, 0.9, 0.2], [-1.1, 0.3, 0.7], [0.2, 1.6, 0.5], [-0.6, -0.6, 0.2], [-0.1, -0.5, 0.1], [0.0, 0.4, -0.1], [0.0, 0.1, 0.1], [0.0, 0.6, -0.5], [-0.4, -0.3, 0.1], [0.4, -0.3, 0.4]], "lowdin_charge": [0.00, -0.21, -0.12, -0.19, 0.00, 0.05, 0.05, 0.09, 0.11, 0.12, 0.08, -0.06, 0.04, 0.03, -0.06, 0.03, 0.03], "homo_lumo_gap_ev": 8.84, "mol_weight_g_mol": 106.1, "smiles": "C=C/C=C/O.O.O", "lumo_ev": 0.7, "homo_ev": -8.134}

Number 1: electronic energy -3893.9245 Eh. Number 2: electronic energy -310.9931 Eh. Number 3: electronic energy -3919.0678 Eh. Number 4: electronic energy -344.6171 Eh. Number 5: electronic energy -383.9926 Eh.